No. 1
Molecular formula: C18H26N3O2PdSTe
Method: DFT, ωB97M-V/def2-TZVPD

Last column: Löwdin charge in e.
Positions of all 52 atoms, in Å:
Pd: 0.4552 -0.7438 0.2901  0.50
O: 0.4398 -4.0460 2.0121  0.00
C: 0.5416 -3.5079 0.9062  -0.64
O: 1.4334 -2.6264 0.6130  -0.22
C: -0.3980 -3.9702 -0.1971  -0.16
C: -0.9129 -5.2572 -0.0514  -0.05
C: -1.7242 -5.8408 -1.0079  -0.11
C: -2.0519 -5.1086 -2.1426  -0.12
C: -1.5772 -3.8192 -2.2913  -0.15
C: -0.7434 -3.2189 -1.3339  -0.59
S: -0.2330 -1.5787 -1.7220  0.66
H: -0.6463 -5.7918 0.8513  0.11
H: -2.0992 -6.8474 -0.8693  0.09
H: -2.6926 -5.5341 -2.9069  0.09
H: -1.8567 -3.2345 -3.1593  0.08
N: 1.6475 -0.3555 3.9100  -0.06
N: 0.9900 -1.0800 2.8636  -0.09
H: 1.8511 -0.9675 4.6970  0.06
H: 1.0109 0.3594 4.2412  0.05
H: 0.3191 -1.7548 3.2230  0.07
H: 1.6763 -1.6513 2.3743  0.03
C: -1.7873 1.4262 -3.1491  -0.11
N: -0.5532 2.1893 -3.1421  -0.26
C: -0.7988 3.5734 -3.4776  -0.14
C: 0.2784 1.9579 -1.9535  -0.22
C: -0.4245 2.0790 -0.6073  -0.28
C: -0.9461 3.3194 -0.2237  -0.07
C: -1.7103 3.4637 0.9210  -0.11
C: -1.9632 2.3436 1.7052  -0.12
C: -1.3936 1.1282 1.3678  -0.15
C: -0.5783 0.9668 0.2347  -0.30
H: -2.2116 1.4414 -4.1567  0.08
H: -2.5413 1.8324 -2.4546  0.09
H: -1.5906 0.3943 -2.8631  0.02
H: -1.1755 3.6297 -4.5030  0.08
H: 0.1325 4.1406 -3.4261  0.08
H: -1.5445 4.0646 -2.8321  0.07
H: 1.1161 2.6595 -2.0103  0.10
H: 0.6985 0.9526 -2.0337  0.05
H: -0.7401 4.1885 -0.8360  0.09
H: -2.1078 4.4340 1.1942  0.09
H: -2.5850 2.4238 2.5900  0.09
H: -1.5637 0.2740 2.0156  0.08
C: 1.8799 2.3834 2.1200  -0.43
Te: 2.6950 1.1162 0.6002  1.25
C: 4.4655 0.6700 1.7396  -0.46
H: 2.5606 2.3615 2.9673  -0.01
H: 0.9115 1.9875 2.4091  -0.03
H: 1.7673 3.3973 1.7459  -0.01
H: 4.9491 1.5945 2.0467  -0.01
H: 5.1415 0.1029 1.1025  -0.01
H: 4.1902 0.0788 2.6095  -0.02

- Orbital gap: 0.2360 hartree
- Charge: -1
- HOMO level: -4.072 eV
- Molar mass: 582.51 g/mol
- F_max: 0.47 eV/A
- LUMO energy: 2.35 eV
- 2S+1: 1

***

No. 2
Molecular formula: C18H26N4O2
Method: DFT, ωB97M-V/def2-TZVPD

Last column: Löwdin charge in e.
Positions of all 50 atoms, in Å:
O: 0.2090 -1.8003 -4.5606  0.04
O: -2.9844 -4.3908 -2.9852  0.06
N: -0.3018 -1.4529 -2.4004  0.21
C: -0.3701 -2.1850 -3.5285  -0.54
C: -2.0739 -3.5986 -2.6839  -0.40
C: -1.0316 -1.8001 -1.3774  -0.24
C: 1.0432 0.3392 -0.3761  0.00
C: -0.9001 1.2231 0.7081  -0.02
C: 1.7943 1.4365 0.1010  -0.01
C: -0.1422 2.3111 1.1873  -0.03
C: -0.3002 0.1957 -0.0351  -0.25
C: 1.2095 2.4488 0.8657  -0.24
N: -1.2792 -3.1746 -3.6937  0.20
N: -1.0450 -0.9692 -0.2918  0.13
N: 1.9330 3.6064 1.2738  -0.10
C: 4.3780 3.8114 0.7359  -0.09
C: 1.7532 3.6138 3.7351  -0.09
C: -4.1107 -1.8609 -1.3073  -0.06
C: -0.5919 -4.1527 0.8143  -0.09
C: 2.9506 4.1866 0.3147  -0.20
C: 1.6092 4.4293 2.4964  -0.23
C: -3.1907 -2.8925 -0.5580  -0.16
C: -0.8775 -4.2196 -0.6822  -0.15
C: -1.8070 -3.1005 -1.2706  -0.27
H: 1.5733 -0.4376 -0.9079  0.11
H: -1.9715 1.1556 0.9253  0.11
H: 2.8356 1.4778 -0.2279  0.11
H: -0.6723 3.1040 1.7410  0.11
H: -1.5380 -3.3882 -4.6675  0.19
H: -1.6578 -1.2895 0.4503  0.13
H: 4.6516 4.2898 1.6878  0.07
H: 5.0871 4.1603 -0.0264  0.07
H: 4.4913 2.7556 0.8558  0.05
H: 1.3517 4.1418 4.5824  0.07
H: 2.8120 3.4581 3.9146  0.07
H: 1.2223 2.6506 3.6546  0.08
H: -5.0966 -1.8006 -0.7658  0.09
H: -3.6670 -0.8844 -1.3493  0.06
H: -4.2750 -2.2020 -2.3395  0.08
H: 0.0343 -5.0257 1.0817  0.09
H: -1.4776 -4.2203 1.4399  0.07
H: 0.0071 -3.2764 1.0400  0.07
H: 2.8424 5.2717 0.3213  0.11
H: 2.7903 3.8402 -0.6985  0.11
H: 0.6153 4.8471 2.4099  0.10
H: 2.2790 5.2893 2.5588  0.11
H: -3.1215 -2.6115 0.4817  0.09
H: -3.6959 -3.8606 -0.5833  0.12
H: -1.3543 -5.1854 -0.8296  0.12
H: 0.0604 -4.2641 -1.2310  0.13

- Orbital gap: 0.3002 hartree
- Charge: 0
- HOMO level: -7.647 eV
- Molar mass: 330.43 g/mol
- F_max: 4.88 eV/A
- LUMO energy: 0.52 eV
- 2S+1: 1

***

No. 3
Molecular formula: C18H26N6OPRuSTe2
Method: DFT, ωB97M-V/def2-TZVPD

Last column: Löwdin charge in e.
Positions of all 56 atoms, in Å:
Ru: -0.9001 0.5681 0.2519  0.73
Te: -2.2248 0.2779 2.5144  0.97
C: -0.8971 0.3700 4.1653  -1.02
C: -1.2257 0.4892 5.4824  -0.23
C: -0.0858 0.6197 6.3177  -0.17
C: 1.0824 0.5931 5.6255  -0.39
S: 0.8255 0.3790 3.9457  0.88
H: -2.2452 0.5060 5.8416  0.11
H: -0.1372 0.7259 7.3912  0.11
H: 2.0882 0.6850 6.0037  0.08
C: -3.8401 -3.2367 0.4784  -0.10
N: -2.7025 -2.3352 0.2908  -0.34
C: -1.4584 -2.9166 0.8134  -0.13
P: -2.5721 -1.4354 -1.1195  0.51
O: -1.1521 -1.1107 -1.4154  -0.35
N: -3.3493 0.0466 -0.7306  -0.34
C: -3.4586 0.8927 -1.9345  -0.10
C: -4.5843 0.0754 0.0548  -0.16
N: -3.3083 -2.0619 -2.4524  -0.30
C: -2.4969 -2.7402 -3.4662  -0.07
C: -4.7375 -2.3046 -2.5843  -0.10
H: -4.0246 -3.3505 1.5482  0.10
H: -3.6519 -4.2276 0.0546  0.10
H: -4.7369 -2.8280 0.0172  0.06
H: -1.6096 -3.1547 1.8681  0.09
H: -0.6378 -2.2075 0.7368  0.04
H: -1.1702 -3.8300 0.2862  0.10
H: -2.5293 0.8461 -2.5001  0.09
H: -3.6458 1.9241 -1.6380  0.07
H: -4.2803 0.5660 -2.5790  0.09
H: -4.5389 -0.6500 0.8643  0.03
H: -5.4650 -0.1273 -0.5604  0.09
H: -4.7088 1.0690 0.4903  0.08
H: -1.4416 -2.5654 -3.2763  0.08
H: -2.7431 -2.3412 -4.4521  0.09
H: -2.6848 -3.8168 -3.4673  0.09
H: -5.2966 -1.8239 -1.7844  0.06
H: -4.9610 -3.3746 -2.5739  0.10
H: -5.0874 -1.9001 -3.5373  0.10
Te: -0.7030 2.6808 1.8103  1.04
C: -1.8050 3.4932 0.1676  -0.62
C: -1.2417 3.4579 -1.1086  -0.18
C: -1.8946 4.0878 -2.1613  -0.08
C: -3.1010 4.7356 -1.9464  -0.07
C: -3.6670 4.7552 -0.6765  -0.07
C: -3.0197 4.1413 0.3844  -0.15
H: -0.2784 2.9881 -1.2745  0.07
H: -1.4458 4.0809 -3.1461  0.12
H: -3.5951 5.2468 -2.7619  0.11
H: -4.6065 5.2625 -0.5011  0.11
H: -3.4452 4.1824 1.3795  0.10
N: 5.1368 -0.2813 -2.3366  0.13
C: 4.2523 0.0309 -1.6627  -0.34
N: 3.3061 0.4093 -0.8483  0.13
C: 2.0949 0.5283 -0.7251  -0.31
N: 0.9356 0.7072 -0.5181  -0.08

- Orbital gap (spin up / spin down): 0.2349 / 0.2334 hartree
- Charge: +1
- HOMO level (spin up / spin down): -10.686 / -11.337 eV
- Molar mass: 761.76 g/mol
- F_max: 1.07 eV/A
- LUMO energy (spin up / spin down): -4.29 / -4.99 eV
- 2S+1: 5

***

No. 4
Molecular formula: C18H26NO2
Method: DFT, ωB97M-V/def2-TZVPD

Last column: Löwdin charge in e.
Positions of all 47 atoms, in Å:
C: -2.0669 -3.3258 -0.4768  -0.07
H: -2.4262 -3.2593 -1.5008  0.08
H: -2.6241 -4.1079 0.0295  0.08
H: -1.0185 -3.6099 -0.4927  0.08
C: -2.2473 -1.9992 0.2565  -0.21
C: -1.4614 -0.9175 -0.4769  -0.13
H: -1.8082 -0.8520 -1.5093  0.14
H: -0.4090 -1.2073 -0.4906  0.12
N: -1.5352 0.4566 0.1071  -0.22
C: -1.0193 0.4970 1.4982  0.00
H: -1.6925 -0.0758 2.1412  0.15
H: -0.9997 1.5326 1.8440  0.15
C: 0.3918 -0.0879 1.7165  -0.51
O: 0.7169 -1.2034 1.4200  0.13
O: 1.1270 0.7920 2.3692  -0.02
C: 2.4386 0.3862 2.7668  0.00
H: 2.8999 -0.2183 1.9856  0.09
H: 2.3785 -0.1953 3.6874  0.11
H: 3.0023 1.2996 2.9342  0.10
C: -2.9389 0.9736 0.1466  -0.13
C: -3.7100 0.9703 -1.1722  -0.22
C: -5.0861 1.5934 -0.9472  -0.08
H: -5.6489 1.0352 -0.2036  0.08
H: -5.6502 1.5861 -1.8747  0.08
H: -4.9976 2.6235 -0.6121  0.08
H: -3.1902 1.5489 -1.9364  0.11
H: -3.8470 -0.0464 -1.5400  0.11
H: -3.4933 0.3754 0.8720  0.14
H: -2.8986 1.9985 0.5249  0.14
C: -0.6956 1.3712 -0.7354  -0.09
C: 0.7059 1.0147 -0.7179  0.02
C: 1.8821 0.7582 -0.7667  0.06
C: 3.2540 0.4258 -0.7661  -0.25
C: 3.6542 -0.8735 -1.0835  -0.02
C: 4.9973 -1.1968 -1.0688  -0.06
C: 5.9430 -0.2363 -0.7442  -0.06
C: 5.5466 1.0548 -0.4297  -0.06
C: 4.2070 1.3916 -0.4368  -0.03
H: 3.8883 2.3950 -0.1962  0.12
H: 6.2848 1.8012 -0.1797  0.11
H: 6.9908 -0.4936 -0.7384  0.11
H: 5.3082 -2.2005 -1.3145  0.11
H: 2.9107 -1.6156 -1.3329  0.12
H: -1.0644 1.3277 -1.7636  0.14
H: -0.8177 2.3927 -0.3611  0.16
H: -1.8703 -2.1188 1.2720  0.11
H: -3.3110 -1.7609 0.2972  0.11

- Orbital gap: 0.3438 hartree
- Charge: +1
- HOMO level: -11.712 eV
- Molar mass: 288.41 g/mol
- F_max: 1.17 eV/A
- LUMO energy: -2.36 eV
- 2S+1: 1